{"formula": "C26H17NO7PRu", "method": "the ωB97M-V functional and the def2-TZVPD basis", "e_homo_ev": [-10.13, -11.94], "homo_lumo_gap_ha": [0.23299, 0.13680], "relative_energy_kcal_mol": 21.1, "fmax_ev_per_a": 4.4, "spin_multiplicity": 5, "charge": 1, "symbols": ["Ru", "P", "O", "O", "O", "O", "O", "O", "O", "N", "C", "C", "C", "C", "C", "C", "C", "C", "C", "C", "C", "C", "C", "C", "C", "C", "C", "C", "C", "C", "C", "C", "C", "C", "C", "C", "H", "H", "H", "H", "H", "H", "H", "H", "H", "H", "H", "H", "H", "H", "H", "H", "H"], "coordinates": [[-1.025, 0.933, 1.092], [0.602, 0.470, -0.398], [-0.196, 2.616, 0.588], [-1.499, 4.076, -0.519], [-0.194, 0.820, 2.935], [-2.486, 0.424, -0.182], [-4.354, -0.798, -0.569], [0.001, -0.351, 4.905], [-5.040, -1.927, 4.648], [-2.212, -0.304, 2.182], [-0.517, -0.129, 3.829], [0.148, 3.756, -2.796], [-0.998, -2.291, -2.910], [1.208, -3.051, -2.270], [3.334, 0.958, -0.032], [3.435, -0.994, 2.008], [-0.703, 3.136, -0.535], [0.291, -1.020, -1.375], [-3.503, -0.341, 0.171], [0.009, -3.288, -2.984], [1.611, 1.334, -2.888], [0.987, 3.440, -3.854], [0.716, 1.575, -1.804], [-4.130, -1.400, 3.802], [1.705, 2.271, -3.893], [-1.894, -0.621, 3.449], [-0.827, -1.132, -2.178], [-3.452, -0.604, 1.666], [4.582, -0.304, 1.552], [4.531, 0.651, 0.601], [0.070, 2.796, -1.729], [2.231, -0.708, 1.450], [-4.427, -1.203, 2.468], [1.373, -1.889, -1.506], [2.186, 0.294, 0.400], [-2.806, -1.198, 4.290], [2.216, 0.461, -3.006], [5.368, 1.330, 0.423], [3.439, 1.646, -0.847], [2.358, 2.020, -4.710], [-2.539, -1.500, 5.319], [-0.359, 4.732, -2.684], [1.338, -1.234, 1.664], [2.330, -1.694, -1.066], [1.006, 4.249, -4.581], [-5.967, -1.608, 4.547], [5.592, -0.692, 1.938], [-5.393, -1.377, 2.051], [3.529, -1.651, 2.907], [-1.978, -2.448, -3.378], [-0.144, -4.175, -3.597], [-1.534, -0.326, -2.184], [1.982, -3.732, -2.407]], "forces_ev_per_a": [[-2.771, -0.528, 3.361], [1.161, -0.986, -1.157], [-0.467, 0.296, 0.035], [0.925, -2.193, -0.162], [1.313, -0.794, 0.431], [-0.188, -0.004, -0.959], [1.038, 0.487, 0.848], [-0.217, -0.032, -1.642], [-0.287, 0.432, 0.424], [-1.973, -0.490, -0.555], [-0.462, 1.740, 0.693], [0.238, -1.245, 1.751], [-1.060, 0.081, -0.050], [-0.518, 1.889, 0.602], [-0.281, -0.756, 0.727], [1.091, -0.162, 1.145], [-0.789, 4.035, 0.934], [2.577, 1.558, 0.582], [-0.732, 0.126, -0.106], [-0.765, 0.967, 0.467], [-1.139, 0.540, 0.276], [-1.131, 1.890, 0.165], [1.500, 0.141, -0.615], [0.362, -0.591, 0.858], [0.407, -0.724, -0.167], [-0.052, -0.339, -0.287], [-1.297, -1.232, -1.137], [1.077, -0.657, 1.020], [1.665, -2.437, 1.784], [0.331, 1.555, -0.276], [-0.636, 0.733, -2.015], [0.301, 1.919, -2.019], [1.102, 1.430, -1.109], [0.034, -3.184, -1.423], [0.437, -1.037, -0.114], [-0.887, -0.568, 0.409], [0.100, -0.616, 0.350], [0.122, -0.710, -0.281], [-0.771, 0.410, -0.210], [0.170, 0.267, -0.307], [-0.167, 0.403, -0.706], [0.276, -0.848, -0.163], [-0.777, -0.338, 0.622], [0.183, 0.087, 0.381], [0.535, -0.602, -0.435], [1.021, -0.298, -0.380], [-1.615, 1.097, -0.328], [-0.487, -0.285, -0.189], [-0.129, 0.321, -1.167], [0.624, 0.066, -0.147], [0.132, 0.190, 0.209], [-0.538, 0.012, 0.043], [1.416, -1.013, -0.014]]}